Version w
{
  "formula": "C5H14",
  "method": "the ωB97M-V functional and the def2-TZVPD basis",
  "smiles": "CCC.CC",
  "gap_ha": 0.4559,
  "symbols": ["C", "C", "C", "H", "H", "H", "H", "H", "H", "H", "H", "C", "C", "H", "H", "H", "H", "H", "H"],
  "coordinates": [[0.333, 0.100, 2.066], [1.309, 1.211, 2.406], [0.688, -0.602, 0.760], [0.313, -0.520, 2.964], [-0.707, 0.424, 1.951], [1.606, 1.905, 1.614], [2.251, 0.733, 2.696], [1.765, -0.596, 0.581], [0.431, -1.658, 0.704], [1.106, 1.845, 3.272], [0.235, -0.074, -0.070], [-0.843, -1.022, -2.529], [-1.445, 0.351, -2.188], [-0.134, -1.058, -3.342], [-0.495, -1.644, -1.712], [-1.676, -1.547, -2.956], [-0.855, 1.193, -2.560], [-1.430, 0.489, -1.106], [-2.452, 0.473, -2.551]]
}

Version x
{
  "formula": "C5H14",
  "method": "the ωB97M-V functional and the def2-TZVPD basis",
  "smiles": "CCC.CC",
  "gap_ha": 0.4299,
  "symbols": ["C", "C", "C", "H", "H", "H", "H", "H", "H", "H", "H", "C", "C", "H", "H", "H", "H", "H", "H"],
  "coordinates": [[1.240, -1.608, -0.341], [2.687, -1.874, 0.108], [1.055, -0.107, -0.513], [0.446, -1.941, 0.371], [1.088, -2.520, -1.075], [3.429, -1.402, -0.627], [2.877, -1.123, 0.919], [0.154, 0.190, -1.075], [2.844, -2.825, 0.640], [1.845, 0.286, -1.193], [1.217, 0.420, 0.397], [-2.463, 1.789, -0.368], [-2.236, 1.388, 0.990], [-2.018, 1.123, -1.121], [-3.487, 1.693, -0.770], [-2.281, 2.888, -0.478], [-2.689, 0.366, 1.125], [-1.156, 1.161, 1.264], [-2.553, 2.097, 1.747]]
}

Version y
{
  "formula": "C5H14",
  "method": "the ωB97M-V functional and the def2-TZVPD basis",
  "smiles": "CCC.CC",
  "gap_ha": 0.4304,
  "symbols": ["C", "C", "C", "H", "H", "H", "H", "H", "H", "H", "H", "C", "C", "H", "H", "H", "H", "H", "H"],
  "coordinates": [[0.732, 0.432, -2.355], [-0.624, -0.048, -2.008], [1.653, 0.730, -1.179], [0.610, 1.354, -3.065], [1.266, -0.128, -3.053], [-0.808, -1.090, -2.403], [-0.998, -0.090, -1.037], [1.271, 0.024, -0.416], [1.646, 1.721, -0.759], [-1.456, 0.496, -2.603], [2.723, 0.584, -1.351], [-0.376, -1.069, 2.863], [-1.186, 0.048, 2.345], [0.198, -1.453, 2.012], [0.545, -0.760, 3.424], [-1.006, -1.866, 3.164], [-1.962, 0.424, 3.153], [-1.481, -0.211, 1.397], [-0.745, 0.902, 1.869]]
}

Last place for stability: version y

Version w
{
  "formula": "C3H4P2",
  "method": "the ωB97M-V functional and the def2-TZVPD basis",
  "gap_ha": [0.2797, 0.3118],
  "symbols": ["C", "C", "C", "P", "P", "H", "H", "H", "H"],
  "coordinates": [[-0.446, 0.534, -1.053], [0.466, -0.593, -0.932], [0.095, 0.392, 0.311], [-1.712, -0.117, 0.118], [1.803, 0.030, 0.089], [-0.429, 1.430, -1.597], [-0.027, -1.512, -0.467], [-2.101, 1.202, 0.663], [2.350, -1.367, 2.868]]
}

Version x
{
  "formula": "C3H4P2",
  "method": "the ωB97M-V functional and the def2-TZVPD basis",
  "smiles": "C=C1[C@H]2[PH]#P12",
  "gap_ha": 0.3179,
  "symbols": ["C", "C", "C", "P", "P", "H", "H", "H", "H"],
  "coordinates": [[-0.849, 0.446, -1.539], [0.180, -0.713, 0.481], [-0.256, 0.333, -0.382], [0.026, 1.071, 1.197], [1.852, -0.113, 1.215], [-1.273, 1.407, -1.805], [-0.860, -0.258, -2.226], [1.771, -0.626, 2.519], [-0.591, -1.548, 0.540]]
}

Last place for stability: version w